ORCA calculation (ωB97M-V/def2-TZVPD) on a 3-piece molecular cluster, C31H58ClF2O5PS2Si2 overall in a non-equilibrium geometry.

2S+1 ... 1
Calculated total energy ... -107998.66674 eV
E_HOMO ... -7.795 eV
HOMO-LUMO gap ... 0.308 Ha

Structure (XYZ):
```
102
C31H58ClF2O5PS2Si2, DFT ωB97M-V/def2-TZVPD
C -2.77 0.16 4.46
C -1.83 -0.31 3.32
P -0.24 0.63 3.34
C -0.71 2.39 2.94
Si 1.11 -0.01 1.70
Cl 0.17 -0.08 -0.19
C 2.42 1.35 1.60
C 2.06 2.43 0.52
C 2.77 2.08 -0.79
C 2.24 2.86 -2.01
C 3.15 2.52 -3.21
C 2.49 2.78 -4.59
C 2.80 4.24 -5.02
C 1.70 5.21 -4.59
O 0.44 4.77 -5.10
C -0.35 5.83 -5.62
C 1.87 -1.71 2.22
F 1.10 -2.23 3.22
F 3.10 -1.42 2.79
C 2.13 -2.72 1.08
C 1.61 -4.16 1.35
Si -0.09 -4.42 0.53
C -1.33 -3.28 1.39
C 0.11 -4.02 -1.31
C -0.77 -6.17 0.79
C -0.44 -6.96 1.87
C -1.03 -8.20 1.99
C -1.93 -8.62 1.06
C -2.26 -7.86 -0.03
C -1.67 -6.62 -0.15
H -3.71 -0.40 4.40
H -2.93 1.23 4.46
H -2.30 -0.18 5.39
H -1.57 -1.34 3.56
H -2.40 -0.25 2.38
H 0.15 3.01 3.16
H -1.53 2.68 3.60
H -1.00 2.48 1.89
H 2.41 1.87 2.56
H 3.41 0.95 1.37
H 0.98 2.55 0.41
H 2.47 3.38 0.88
H 3.84 2.25 -0.65
H 2.63 1.02 -1.05
H 1.20 2.59 -2.22
H 2.30 3.93 -1.75
H 4.07 3.09 -3.06
H 3.37 1.45 -3.13
H 2.98 2.08 -5.29
H 1.43 2.56 -4.51
H 3.72 4.57 -4.53
H 3.00 4.28 -6.10
H 1.95 6.21 -4.95
H 1.64 5.24 -3.50
H -0.16 5.96 -6.69
H -1.41 5.60 -5.46
H -0.13 6.78 -5.13
H 1.80 -2.33 0.12
H 3.22 -2.82 1.02
H 1.65 -4.42 2.41
H 2.30 -4.82 0.81
H -2.32 -3.72 1.22
H -1.31 -2.25 1.03
H -1.14 -3.37 2.46
H -0.57 -3.21 -1.61
H -0.10 -4.91 -1.91
H 1.11 -3.68 -1.56
H 0.26 -6.59 2.61
H -0.80 -8.83 2.84
H -2.42 -9.59 1.16
H -2.96 -8.18 -0.80
H -1.92 -5.99 -1.00
O -2.17 2.42 6.34
S -3.49 2.52 6.90
O -4.68 2.34 6.10
C -3.58 1.46 8.34
C -3.11 2.33 9.49
C -3.78 3.70 9.28
C -3.60 4.07 7.80
H -2.97 0.58 8.18
H -4.63 1.17 8.46
H -3.37 1.90 10.45
H -2.02 2.44 9.45
H -4.84 3.63 9.51
H -3.35 4.46 9.93
H -4.44 4.65 7.42
H -2.67 4.62 7.63
O 2.34 0.00 -5.59
S 2.31 -0.11 -7.02
O 3.44 0.26 -7.84
C 1.80 -1.77 -7.45
C 0.28 -1.69 -7.52
C -0.04 -0.38 -8.26
C 0.84 0.72 -7.64
H 2.16 -2.47 -6.70
H 2.23 -2.01 -8.42
H -0.15 -2.56 -8.03
H -0.14 -1.66 -6.51
H 0.20 -0.50 -9.32
H -1.10 -0.13 -8.18
H 1.13 1.46 -8.38
H 0.35 1.20 -6.80
```

These are the Mulliken partial charges, in e, on atoms 1 to 4: C -1.279; C -0.150; P 0.182; C -1.034



ORCA calculation (ωB97M-V/def2-TZVPD) on C31H59BN8ReS3Si2 as an isolated structure.

2S+1 ... 4
Charge ... +2
Calculated total energy ... -96086.52805 eV
E_HOMO (spin up / spin down) ... -12.528 / -13.483 eV
HOMO-LUMO gap (spin up / spin down) ... 0.244 / 0.257 Ha

Structure (XYZ):
```
105
C31H59BN8ReS3Si2, DFT ωB97M-V/def2-TZVPD
Re 0.36 -0.11 -0.19
C -0.01 -2.95 5.74
C 0.36 -2.85 4.26
C 1.61 -2.00 4.13
C 0.60 -4.23 3.65
N -0.85 -2.26 3.54
C -2.08 -2.88 3.69
C -2.97 -2.18 2.98
N -2.31 -1.13 2.38
B -3.12 -0.09 1.56
N -2.59 1.36 1.79
C -2.95 2.04 2.94
C -2.36 3.25 2.91
N -1.61 3.32 1.75
C -1.76 2.15 1.09
S -1.04 1.78 -0.46
C -0.79 4.52 1.34
C 0.68 4.12 1.32
C -1.28 5.04 -0.01
C -0.98 5.62 2.39
N -3.29 -0.43 0.06
C -4.43 0.03 -0.59
C -4.49 -0.57 -1.79
N -3.39 -1.41 -1.89
C -2.66 -1.29 -0.76
S -1.15 -2.11 -0.40
C -3.20 -2.42 -3.00
C -3.26 -3.82 -2.40
C -4.32 -2.26 -4.02
C -1.87 -2.16 -3.71
C -1.01 -1.21 2.72
S 0.23 -0.09 2.19
H 0.84 -3.35 6.29
H -0.24 -1.97 6.15
H -0.86 -3.61 5.93
H 2.37 -2.49 4.74
H 1.99 -1.96 3.11
H 1.48 -0.99 4.51
H 1.50 -4.66 4.10
H -0.22 -4.91 3.83
H 0.76 -4.15 2.57
H -2.21 -3.76 4.30
H -4.03 -2.32 2.85
H -4.23 -0.11 2.03
H -3.61 1.60 3.66
H -2.42 4.05 3.61
H 0.88 3.33 0.60
H 1.28 4.99 1.06
H 0.99 3.78 2.32
H -1.10 4.33 -0.82
H -2.34 5.28 0.03
H -0.73 5.96 -0.24
H -0.64 5.31 3.38
H -0.37 6.47 2.09
H -2.02 5.96 2.44
H -5.10 0.72 -0.12
H -5.23 -0.48 -2.56
H -4.19 -3.97 -1.86
H -3.22 -4.56 -3.20
H -2.42 -4.01 -1.72
H -5.30 -2.51 -3.60
H -4.36 -1.26 -4.44
H -4.13 -2.96 -4.83
H -1.03 -2.20 -3.02
H -1.73 -2.93 -4.47
H -1.90 -1.19 -4.20
C 1.99 -2.60 0.19
Si 3.25 -1.19 0.05
C 4.21 -1.67 -1.46
C 4.34 -1.16 1.55
C 2.35 0.49 0.01
Si 3.19 1.94 -0.91
C 4.05 2.91 0.42
C 2.03 3.06 -1.88
C 4.48 1.42 -2.14
H 2.55 -3.49 0.49
H 1.53 -2.84 -0.78
H 1.19 -2.48 0.93
H 4.47 -2.73 -1.34
H 5.14 -1.11 -1.57
H 3.64 -1.58 -2.38
H 4.63 -2.17 1.84
H 3.86 -0.68 2.40
H 5.26 -0.61 1.32
H 2.45 0.81 1.06
H 3.36 3.25 1.20
H 4.55 3.79 0.00
H 4.82 2.29 0.90
H 0.97 2.90 -1.67
H 2.19 2.93 -2.95
H 2.24 4.11 -1.65
H 5.36 0.98 -1.66
H 4.82 2.33 -2.66
H 4.12 0.72 -2.90
C 2.10 -0.20 -5.33
N 0.94 0.37 -4.62
C -0.11 1.08 -5.39
C 0.79 0.17 -3.35
N 0.66 -0.01 -2.21
H 2.48 0.56 -6.02
H 1.79 -1.08 -5.89
H 2.87 -0.45 -4.62
H 0.36 1.90 -5.93
H -0.85 1.47 -4.71
H -0.57 0.39 -6.09
```

These are the Mulliken partial charges, in e, on atoms 1 to 4: Re 0.740; C -1.631; C 1.256; C -2.216